ORCA calculation (ωB97M-V/def2-TZVPD) on 3 unconnected molecules or ions with the total composition C27H56BClNO14P2S2.

```
104
C27H56BClNO14P2S2 ωB97M-V/def2-TZVPD
C 5.7249 -0.1446 -0.7251
C 4.7100 0.1897 -0.1720
C 3.4464 0.8286 0.3152
Cl 3.7733 1.2489 2.0743
C 3.1569 2.2095 -0.3756
C 3.4224 2.2635 -1.9155
C 3.4470 3.7578 -2.3525
C 4.5684 4.2342 -2.9870
O 1.8768 2.7495 -0.0692
C 0.8151 1.8558 -0.3974
C -0.5031 2.6247 -0.1206
C -1.6664 2.1482 -1.0552
C -2.3474 3.3117 -1.8201
S -3.6451 2.5273 -2.8264
O -4.4716 1.6836 -1.9785
O -3.0301 1.7507 -3.8896
O -4.5878 3.6739 -3.4663
C 0.9519 0.5719 0.4994
C -0.2963 -0.3487 0.4855
C -1.3723 0.0377 1.5837
O -1.4776 -1.0122 2.5408
N 2.2617 -0.1402 0.2645
S 2.4972 -1.2228 1.7157
B 2.2984 -1.0923 -0.9635
C 1.6413 -0.8202 -2.3775
O 2.9245 -2.3256 -0.7793
H 6.5461 -0.6878 -1.1802
H 3.8736 2.9181 0.0775
H 2.6357 1.8035 -2.5336
H 4.3970 1.8571 -2.2226
H 2.5913 4.4296 -2.1999
H 5.5706 4.1772 -2.5302
H 4.5158 4.6596 -4.0033
H 0.8345 1.6307 -1.4791
H -0.8134 2.6123 0.9335
H -0.3150 3.6845 -0.3882
H -2.4653 1.6116 -0.5135
H -1.2702 1.4455 -1.8117
H -2.8034 4.0194 -1.1021
H -1.6810 3.8463 -2.5184
H -5.0587 3.2573 -4.2090
H 1.0246 0.9777 1.5298
H -0.0973 -1.4193 0.6592
H -0.8432 -0.2934 -0.4780
H -1.0259 0.9292 2.1480
H -2.3530 0.2051 1.1177
H -0.7838 -0.9124 3.2010
H 1.6909 -2.3068 1.4686
H 1.4623 -1.7962 -2.8722
H 0.6384 -0.3684 -2.2539
H 2.2949 -0.2486 -3.0589
H 3.7289 -2.3234 -1.3232
O 1.7861 -8.5939 -4.1498
P 1.8345 -7.0914 -4.0982
O 0.5758 -6.6765 -5.0790
C -0.7380 -7.1102 -4.7501
C -1.3273 -6.2953 -3.6132
O 3.0891 -6.8083 -5.1147
C 3.9999 -7.8453 -5.4823
C 3.5786 -8.4925 -6.7858
O 2.0310 -5.4985 -3.5678
C 1.8556 -5.1773 -2.1867
C 2.3501 -6.2525 -1.2401
H -0.7421 -8.1755 -4.5062
H -1.3455 -6.9797 -5.6467
H -0.8095 -6.5145 -2.6729
H -2.3843 -6.5283 -3.4763
H -1.2241 -5.2267 -3.8099
H 4.1000 -8.5800 -4.6835
H 4.9799 -7.3794 -5.6075
H 2.5485 -8.8465 -6.7444
H 4.2282 -9.3356 -7.0266
H 3.6303 -7.7687 -7.6014
H 0.7999 -4.9531 -1.9989
H 2.4130 -4.2569 -2.0069
H 1.7390 -7.1594 -1.3203
H 2.2976 -5.9079 -0.2065
H 3.3815 -6.5282 -1.4691
O -4.8665 4.5181 4.8922
P -3.5456 4.2883 5.5729
O -2.7051 5.6438 5.1546
C -3.2043 6.9206 5.5383
C -2.9603 7.1964 7.0102
O -2.8735 3.2128 4.5233
C -3.6659 2.5200 3.5664
C -3.6596 3.2539 2.2391
O -2.3680 3.8090 6.6746
C -2.6995 3.6945 8.0646
C -4.1007 3.1752 8.3104
H -4.2672 7.0062 5.2985
H -2.6744 7.6593 4.9349
H -3.5861 6.5484 7.6329
H -3.2012 8.2316 7.2556
H -1.9186 7.0051 7.2720
H -4.6795 2.3625 3.9335
H -3.2210 1.5290 3.4370
H -3.9658 4.2935 2.3535
H -4.3285 2.7688 1.5237
H -2.6500 3.2678 1.8197
H -2.5544 4.6619 8.5525
H -1.9764 3.0050 8.5041
H -4.8537 3.8990 7.9735
H -4.2631 2.9989 9.3738
H -4.2715 2.2432 7.7674
```

- Charge: +1
- ΔE to the lowest compared entry with this formula, charge and spin: 420.9 kJ/mol

Here are the Löwdin charges for atoms 1 to 4, given in e:
1 C 0.197
2 C -0.128
3 C -0.637
4 Cl 0.743



ORCA calculation (ωB97M-V/def2-TZVPD) on 9 unconnected molecules or ions with the total composition C27H56Br16N3O.

```
103
C27H56Br16N3O ωB97M-V/def2-TZVPD
C -1.2190 5.2386 4.1168
C -1.8561 4.5554 2.8982
N -0.8570 3.8530 2.0839
C -1.1423 2.4496 1.7939
C 0.0653 1.5962 2.2252
C 0.1724 0.1412 1.7214
N 1.3461 0.0332 0.8676
C 1.5730 -1.3006 0.3019
C 0.5263 -2.3181 0.6860
N -0.8512 -1.8055 0.4798
C -1.0961 -0.4139 1.0809
C -2.2923 -0.4787 2.0218
C -0.3537 4.6346 1.0404
C -0.1058 4.0927 -0.3419
O -0.0771 5.8485 1.2575
H -0.1644 5.0222 4.1718
H -1.3669 6.3088 4.1010
H -1.6420 4.8720 5.0448
H -2.6378 3.9126 3.2728
H -2.3146 5.3366 2.3100
H -1.4663 2.2588 0.7785
H -1.9718 2.1432 2.4091
H 0.0482 1.5901 3.3036
H 0.9597 2.1308 1.9392
H 0.3811 -0.4658 2.5969
H 1.3024 0.7397 0.1472
H 1.6994 -1.2475 -0.7726
H 2.5128 -1.6797 0.6860
H 0.6403 -2.5928 1.7227
H 0.7045 -3.2191 0.1185
H -0.9976 -1.7743 -0.5265
H -1.5086 -2.4965 0.8561
H -1.3728 0.1960 0.2346
H -2.9323 -1.3272 1.8472
H -2.0037 -0.4135 3.0598
H -2.8987 0.3925 1.8298
H 0.7418 4.5625 -0.8073
H -0.0055 3.0153 -0.3777
H -0.9736 4.3316 -0.9476
Br 3.1187 -4.0784 -2.9294
C 3.8008 -5.3444 -1.6225
C 3.4242 -4.9526 -0.2206
Br 4.5024 -3.4692 0.4336
H 4.8730 -5.4022 -1.7724
H 3.3463 -6.2991 -1.8807
H 3.6114 -5.7719 0.4695
H 2.3875 -4.6444 -0.1417
Br 0.0396 -7.0245 -1.7664
C -0.2320 -8.0051 -3.4319
C 1.0427 -8.1281 -4.2121
Br 1.5233 -6.4890 -5.1334
H -1.0216 -7.4996 -3.9751
H -0.5752 -8.9901 -3.1247
H 0.9349 -8.8718 -4.9978
H 1.8853 -8.3898 -3.5819
Br -4.5890 -4.3322 -4.6021
C -3.7281 -5.7161 -3.5463
C -3.9531 -5.5087 -2.0749
Br -2.8304 -4.0713 -1.3873
H -2.6767 -5.7083 -3.8132
H -4.1798 -6.6518 -3.8679
H -3.6622 -6.3926 -1.5109
H -4.9781 -5.2474 -1.8367
Br 2.4830 2.3795 -6.0752
C 2.6727 1.4203 -4.3943
C 3.1854 0.0276 -4.6214
Br 1.7950 -1.1443 -5.3138
H 1.7029 1.4395 -3.9079
H 3.3858 1.9971 -3.8084
H 3.5061 -0.4280 -3.6878
H 4.0016 -0.0055 -5.3306
Br -2.9342 -4.0494 2.4747
C -4.7184 -4.8219 2.3345
C -5.7871 -3.7687 2.4445
Br -6.0196 -3.1743 4.2792
H -4.7846 -5.5794 3.1069
H -4.7490 -5.2980 1.3566
H -6.7494 -4.1764 2.1452
H -5.5698 -2.8863 1.8528
Br 1.5077 8.6848 7.3702
C -0.2095 8.0383 6.7255
C -1.0457 7.4731 7.8415
Br -0.4232 5.7098 8.3826
H 0.0001 7.3110 5.9492
H -0.6979 8.9055 6.2872
H -2.0715 7.3271 7.5115
H -1.0376 8.0942 8.7299
Br 6.5041 -0.1253 -2.9636
C 7.5733 -1.4541 -3.9055
C 7.3310 -1.4223 -5.3907
Br 5.6383 -2.2606 -5.8658
H 7.3378 -2.4153 -3.4625
H 8.6056 -1.1957 -3.6835
H 8.0913 -2.0009 -5.9093
H 7.3079 -0.4157 -5.7929
Br -3.0183 7.8968 1.5525
C -1.6468 8.3069 0.2338
C -2.2460 8.6198 -1.1086
Br -2.8403 6.9997 -2.0145
H -0.9745 7.4566 0.2106
H -1.1186 9.1706 0.6299
H -1.4989 9.0588 -1.7649
H -3.1049 9.2784 -1.0475
```

- Charge: +1
- ΔE to the lowest compared entry with this formula, charge and spin: 0.0 kJ/mol

Here are the Löwdin charges for atoms 1 to 4, given in e:
1 C -0.072
2 C -0.198
3 N -0.051
4 C -0.181